1.
Here is a structure of composition C22H29F15KO12 from OMol25. Energies are from ωB97M-V/def2-TZVPD.

Relative energy (zero: lowest compared OMol25 entry of this formula, charge and spin) = 68.7 kcal per mole
Kohn-Sham gap = 2.029 eV

Structure (ORCA input):
```
! wB97M-V def2-TZVPD RIJCOSX def2/J DEFGRID3
* xyz -1 1
K 0.022 0.241 -1.036
O -0.439 4.968 -4.112
C 0.453 4.907 -3.023
C 1.164 3.514 -2.747
O 0.282 2.361 -3.003
H -0.153 5.173 -2.157
H 1.173 5.725 -3.065
H 1.526 3.598 -1.723
H 2.044 3.399 -3.379
C -2.796 -3.692 2.577
C -2.501 -2.497 1.631
O -3.422 -2.623 0.606
C -3.162 -2.202 -0.688
O -2.294 -1.365 -0.960
C -4.055 -2.765 -1.761
F -3.337 -3.639 -2.473
F -5.118 -3.398 -1.146
F -4.484 -1.818 -2.614
H -3.823 -3.624 2.934
H -2.089 -3.768 3.403
H -2.684 -4.592 1.972
H -1.475 -2.452 1.266
H -2.594 -1.561 2.181
C 0.659 4.053 1.482
C 1.938 3.714 2.128
O 2.962 3.362 1.168
C 2.975 2.100 0.620
O 1.986 1.319 0.640
C 4.296 1.797 -0.079
F 5.046 1.046 0.770
F 4.018 0.982 -1.075
F 4.961 2.886 -0.387
H -0.037 4.518 2.179
H 0.133 3.268 0.938
H 0.845 4.860 0.773
H 1.829 2.951 2.899
H 2.303 4.575 2.689
C 1.324 -1.927 4.525
C 1.032 -1.616 3.058
O 2.158 -2.234 2.438
C 2.258 -2.257 1.079
O 1.359 -1.975 0.274
C 3.683 -2.700 0.577
F 3.864 -4.026 0.605
F 4.000 -2.075 -0.563
F 4.546 -2.286 1.468
H 0.752 -1.231 5.139
H 2.334 -1.629 4.808
H 1.158 -2.952 4.858
H 1.059 -0.531 2.953
H 0.048 -1.963 2.741
C -5.136 1.637 1.030
C -3.634 1.228 0.749
O -3.038 1.287 2.005
C -1.798 1.046 2.276
O -1.070 0.392 1.482
C -1.318 1.419 3.700
F -0.991 0.294 4.367
F -0.222 2.116 3.496
F -2.257 2.111 4.378
H -5.341 2.577 1.544
H -5.490 0.842 1.686
H -5.721 1.616 0.110
H -3.110 1.897 0.066
H -3.735 0.211 0.370
C -0.700 -2.459 -4.114
C -0.085 -1.062 -4.430
O 1.227 -1.395 -4.760
C 2.225 -1.390 -3.826
O 2.086 -0.939 -2.659
C 3.588 -1.892 -4.355
F 3.448 -2.496 -5.530
F 4.455 -0.930 -4.464
F 4.082 -2.694 -3.384
H -0.410 -3.186 -4.874
H -1.789 -2.454 -4.072
H -0.286 -2.766 -3.153
H -0.135 -0.253 -3.702
H -0.573 -0.673 -5.324
*
```

---

2.
Here is an isolated molecule of C31H33FN4O2S from OMol25. Energies are from ωB97M-V/def2-TZVPD.

Relative energy (zero: lowest compared OMol25 entry of this formula, charge and spin) = 6.7 kcal per mole
Kohn-Sham gap = 7.838 eV

Structure (ORCA input):
```
! wB97M-V def2-TZVPD RIJCOSX def2/J DEFGRID3
* xyz 0 1
C 8.558 3.350 6.673
C 8.015 2.237 5.781
N 7.004 1.464 6.484
C 5.688 2.069 6.508
C 4.917 1.912 5.191
N 4.807 0.506 4.847
C 3.986 0.275 3.676
C 2.492 0.349 4.015
N 1.676 0.014 2.874
C 0.981 -1.148 2.785
O 0.943 -1.964 3.684
C 0.255 -1.347 1.496
C 0.049 -2.654 1.059
C -0.616 -2.903 -0.121
C -1.130 -1.852 -0.892
C -1.835 -2.180 -2.109
C -2.787 -1.489 -2.770
S -3.359 0.099 -2.285
C -5.017 0.043 -2.881
C -5.922 0.919 -2.297
C -7.242 0.930 -2.699
C -7.657 0.039 -3.675
C -6.757 -0.829 -4.261
C -5.411 -0.834 -3.892
N -4.495 -1.666 -4.541
C -4.851 -2.191 -5.852
C -5.149 -1.077 -6.817
C -4.329 0.042 -6.894
C -4.600 1.065 -7.784
C -5.699 0.986 -8.624
C -6.529 -0.119 -8.572
C -6.243 -1.127 -7.671
F -7.070 -2.198 -7.616
C -3.283 -2.063 -4.041
O -2.600 -2.878 -4.639
C -0.923 -0.545 -0.445
C -0.243 -0.297 0.730
C 6.133 -0.074 4.727
C 6.875 0.085 6.060
H 9.392 3.846 6.183
H 7.794 4.093 6.885
H 8.899 2.930 7.615
H 7.646 2.674 4.839
H 8.836 1.560 5.531
H 5.780 3.127 6.756
H 5.118 1.575 7.300
H 3.917 2.329 5.318
H 5.423 2.480 4.385
H 4.217 0.989 2.862
H 4.193 -0.732 3.307
H 2.264 -0.375 4.799
H 2.223 1.351 4.364
H 1.773 0.593 2.055
H 0.428 -3.464 1.665
H -0.763 -3.920 -0.452
H -1.593 -3.144 -2.541
H -5.569 1.586 -1.526
H -7.940 1.616 -2.247
H -8.690 0.018 -3.987
H -7.120 -1.514 -5.008
H -5.690 -2.889 -5.778
H -3.977 -2.756 -6.194
H -3.467 0.104 -6.246
H -3.950 1.925 -7.824
H -5.910 1.782 -9.320
H -7.392 -0.210 -9.212
H -1.269 0.288 -1.037
H -0.124 0.726 1.059
H 6.030 -1.136 4.497
H 6.716 0.403 3.916
H 7.866 -0.366 5.992
H 6.304 -0.438 6.833
*
```

---

3.
Here is a structure of composition C9H25KO11P from OMol25. Energies are from ωB97M-V/def2-TZVPD.

Kohn-Sham gap (spin up / spin down) = 6.470 / 6.359 eV

Structure (ORCA input):
```
! wB97M-V def2-TZVPD RIJCOSX def2/J DEFGRID3
* xyz -2 2
K -24.960 21.080 -14.098
O -26.752 22.414 -12.071
C -26.475 23.677 -12.477
O -25.676 23.871 -13.392
O -27.257 24.515 -12.041
H -27.587 22.729 -11.718
P -25.291 18.823 -16.084
O -25.634 17.882 -17.297
O -25.658 18.229 -14.675
O -26.180 20.068 -16.370
O -23.736 19.196 -16.040
C -25.713 17.832 -9.950
C -26.149 18.202 -11.364
O -25.038 18.454 -12.192
H -26.387 17.451 -9.182
H -25.071 18.590 -9.501
H -25.052 16.977 -10.094
H -26.919 18.973 -11.350
H -26.571 17.317 -11.841
H -25.341 18.331 -13.095
C -29.219 23.135 -15.740
C -27.706 22.932 -15.951
O -27.587 22.133 -17.126
H -29.542 23.731 -16.594
H -29.455 23.662 -14.815
H -29.615 22.134 -15.569
H -27.355 22.436 -15.046
H -27.098 23.824 -16.107
H -27.024 21.401 -16.863
C -21.295 21.374 -10.458
C -22.708 21.889 -10.768
O -23.000 22.096 -12.167
H -21.036 21.461 -9.403
H -20.684 21.986 -11.122
H -21.104 20.406 -10.920
H -22.920 22.851 -10.300
H -23.486 21.201 -10.439
H -23.186 23.031 -12.285
C -21.874 23.808 -15.230
C -21.930 22.373 -15.606
O -23.095 21.968 -16.247
H -21.484 23.853 -14.213
H -22.796 24.389 -15.199
H -21.103 24.307 -15.818
H -21.942 21.723 -14.730
H -21.053 22.125 -16.203
H -23.035 21.014 -16.161
*
```

---

4.
Here is a cluster of 2 separate species, C4H9NO2 in total from OMol25. Energies are from ωB97M-V/def2-TZVPD.

Relative energy (zero: lowest compared OMol25 entry of this formula, charge and spin) = 87.3 kcal per mole
Kohn-Sham gap (spin up / spin down) = 9.265 / 9.266 eV

Structure (ORCA input):
```
! wB97M-V def2-TZVPD RIJCOSX def2/J DEFGRID3
* xyz 0 1
C -2.115 0.397 0.588
C -0.977 -0.534 0.183
N 0.227 0.187 -0.240
C 1.112 0.730 0.812
O 0.683 1.061 1.899
O 2.283 0.707 0.315
C 1.897 -0.594 -1.142
H -2.423 1.028 -0.255
H -2.986 -0.183 0.909
H -1.788 1.036 1.411
H -0.686 -1.170 1.023
H -1.276 -1.190 -0.644
H -0.014 0.946 -0.877
H 2.850 -0.192 -1.469
H 1.990 -1.481 -0.526
H 1.224 -0.747 -1.986
*
```

---

5.
Here is a cluster of 2 separate species, C7H10ClN3O3S in total from OMol25. Energies are from ωB97M-V/def2-TZVPD.

Relative energy (zero: lowest compared OMol25 entry of this formula, charge and spin) = 11.6 kcal per mole
Kohn-Sham gap = 9.413 eV

Structure (ORCA input):
```
! wB97M-V def2-TZVPD RIJCOSX def2/J DEFGRID3
* xyz 0 1
C 0.008 0.947 -1.275
C -0.227 1.581 1.076
C -2.344 0.066 -0.483
C 1.015 0.979 -2.168
C -1.292 0.076 -1.571
C 1.884 -1.105 1.205
C 2.791 0.141 1.720
N 0.083 1.617 -0.067
N 0.668 -1.257 1.989
N -3.675 -0.102 -0.808
O -0.228 1.770 2.241
O -2.019 0.103 0.698
O -0.775 -2.273 0.154
S -0.709 -1.708 1.512
Cl 3.940 0.565 0.439
H 1.916 1.452 -1.767
H 1.034 0.322 -3.062
H -1.075 -0.950 -1.472
H -1.825 0.310 -2.506
H 2.225 -2.075 1.345
H 1.697 -0.935 0.143
H 3.041 -0.313 2.639
H 2.150 1.021 1.915
H -3.942 -0.158 -1.770
H -4.344 -0.077 -0.128
*
```

---

6.
Here is an isolated molecule of C5H7NO4 from OMol25. Energies are from ωB97M-V/def2-TZVPD.

Relative energy (zero: lowest compared OMol25 entry of this formula, charge and spin) = 45.8 kcal per mole
Kohn-Sham gap = 9.617 eV

Structure (ORCA input):
```
! wB97M-V def2-TZVPD RIJCOSX def2/J DEFGRID3
* xyz 0 1
C 0.363 2.558 -0.737
N 0.252 1.471 0.249
C 0.437 0.175 -0.325
O -0.430 -0.400 -1.363
C -1.047 -1.616 -0.949
O -1.942 -2.090 -1.598
C -0.467 -1.993 0.345
O -1.061 -3.106 0.924
C 0.294 -1.054 0.924
O 1.012 -0.893 2.023
H -0.122 2.415 -1.759
H -0.131 3.359 -0.285
H 1.475 2.933 -0.774
H -0.657 1.463 0.717
H 1.452 0.302 -0.943
H -1.225 -3.146 1.838
H 1.797 -0.378 1.714
*
```

---

Computed values of F_max (unit: eV/A) for the preceding records, in sequence: 5.23; 0.89; 3.59; 0.45; 4.14; 5.67.